This record from the Open Molecules 2025 dataset describes a cluster of 3 separate species, C5H16N4O in total at a distorted geometry. The level of theory is ωB97M-V/def2-TZVPD.

Geometry (Å):
O -2.7084 -1.7832 -0.6418
N 2.1968 -0.1587 -0.7279
N -1.6018 2.5846 0.0778
N -1.4238 0.0910 -0.0318
N -0.5704 -1.9078 0.9346
C 2.7189 -1.5168 -0.4012
C 1.4843 0.3606 0.4422
C -2.6929 -0.4337 -0.5074
C -0.5780 -0.6607 0.5390
C 1.8559 1.2948 1.2711
H 3.1348 0.4101 -0.8524
H 2.7703 1.9285 0.9995
H -1.4694 1.4760 -0.1042
H -3.5211 0.0634 0.0714
H -1.0213 3.2132 -0.4201
H 1.3892 1.7067 2.1775
H 1.7011 -0.2102 -1.6454
H -2.1859 -1.8745 -1.4362
H -2.9165 -0.0769 -1.5200
H -2.4799 2.6157 -0.3771
H -1.4887 3.1132 1.0449
H 3.5605 -1.5524 -1.0130
H 2.1641 -2.3802 -0.7621
H 3.0611 -1.7265 0.5572
H -1.5291 -2.3724 0.8683
H 0.1502 -2.2038 1.4571

⟨S²⟩: 2.016
multiplicity: 3
Kohn-Sham gap (spin up / spin down): 8.057 / 6.719 eV
F_max: 5.14 eV/A
net charge: +2

=====

This record from the Open Molecules 2025 dataset describes a structure of composition C49H38ClI2N8O4RbS. The level of theory is ωB97M-V/def2-TZVPD.

Geometry (Å):
I 3.3735 -1.1392 5.3444
I 7.0836 -4.5521 2.1274
Rb -0.0102 -0.6480 0.2315
Cl -6.0823 3.5511 -3.4852
S 2.8038 -0.7411 -3.2303
O 1.6460 -1.5529 2.7182
O -4.0904 -2.5828 -1.6869
O -2.2341 -1.4221 -1.1431
O -6.2243 10.0335 -7.5795
N 2.4841 -1.5623 -5.7068
N -0.6006 1.5203 -2.4676
N 1.5060 -2.9359 -4.0715
N 2.1080 -2.9248 0.3979
N -0.5073 3.3001 -0.4646
N -2.9105 5.0124 -5.0717
N -1.9770 -0.5267 2.5632
N -2.8153 6.4933 -3.4267
C 2.2463 -1.8034 -4.3526
C 2.3080 -3.5989 -0.7093
C -5.1599 9.3397 -5.6110
C -3.2445 6.2642 -4.6411
C -0.7125 1.4261 3.5104
C 3.0568 -2.9159 1.3590
C -2.2270 4.4008 -4.0466
C -4.0114 7.2202 -5.4570
C -4.4346 8.4219 -4.8820
C -4.3417 6.9749 -6.7774
C 4.4643 -4.3331 0.0006
C -5.7489 0.8513 -3.3947
C -1.6783 3.0808 -3.9419
C -1.2362 0.8520 -4.6763
C -3.2805 -0.9587 2.0997
C -0.6775 0.6096 -3.4143
C -4.1083 -0.2487 -1.9911
C -5.1387 -0.3040 -2.9242
C 1.0971 -3.6973 -5.0357
C -2.0474 0.8345 3.0921
C -3.4149 -1.5458 -1.5530
C -6.4231 9.8725 -8.9698
C 0.3025 1.5486 2.5346
C 3.7602 -2.1816 3.5759
C 1.6434 2.6097 4.3367
C -0.9664 5.4391 0.4923
C -0.4679 4.1247 0.5603
C -5.3406 2.0723 -2.8847
C -4.3510 2.1575 -1.9227
C -2.1835 5.3302 -3.0408
C -5.0793 7.8894 -7.5268
C -1.0864 2.7462 -2.7130
C -3.7216 0.9916 -1.4965
C -0.5704 1.8521 4.8343
C 5.2309 -3.5634 2.2630
C -1.4540 -1.4464 3.5569
C -1.0430 3.7243 -1.6138
C 2.7224 -2.1454 2.5871
C -1.7413 2.0996 -4.9380
C -1.5242 5.8839 -0.6795
C -1.5751 5.0110 -1.7750
C 1.4779 2.1562 3.0249
C 3.4845 -4.3259 -0.9522
C 4.2875 -3.6196 1.2087
C 0.6112 2.4561 5.2548
C 4.9603 -2.8568 3.4177
C -5.4878 9.0775 -6.9400
C 1.3557 -3.4730 -6.4153
C 2.0699 -2.3611 -6.7025
H -1.9381 6.8800 -0.7822
H 2.5808 3.0644 4.6564
H 2.3309 -2.0580 -7.7074
H -2.4772 1.4571 2.2990
H -1.2961 0.0539 -5.4052
H -0.3142 -0.3814 -3.1615
H -2.0851 -1.4560 4.4683
H -2.7527 0.8588 3.9496
H 1.5251 -3.5582 -1.4588
H 5.3831 -4.8846 -0.1571
H -5.3247 7.6576 -8.5525
H -0.0326 3.7118 1.4679
H -4.0128 -1.0259 2.9288
H -1.3816 1.7138 5.5514
H -3.6674 -0.2536 1.3617
H -5.4469 -1.2807 -3.2755
H -5.4741 9.7362 -9.4944
H 0.5078 -4.5604 -4.7330
H 5.6924 -2.8258 4.2137
H -5.4902 10.2716 -5.1695
H -2.2032 2.3201 -5.8952
H -6.8998 10.7838 -9.3208
H -0.4371 -1.1679 3.8281
H 3.6056 -4.8641 -1.8859
H -1.4293 -2.4569 3.1424
H 2.3298 2.2867 2.3522
H -0.9143 6.0747 1.3674
H -3.1757 4.5922 -5.9429
H -4.0259 6.0584 -7.2621
H -4.0678 3.1237 -1.5262
H -6.5322 0.8113 -4.1413
H 0.9993 -4.1352 -7.1877
H -2.9093 1.0423 -0.7797
H -7.0756 9.0219 -9.1854
H -4.1754 8.6098 -3.8482
H -3.2099 -1.9340 1.6155
H 3.0097 -0.7202 -5.8899
H 0.7275 2.7841 6.2839

Kohn-Sham gap: 3.620 eV
energy above the lowest of the compared OMol25 structures with the same formula, charge and spin: 2.4545 eV
F_max: 0.52 eV/A
net charge: -2

=====

This record from the Open Molecules 2025 dataset describes a cluster of 7 separate species, C45H91FN3O12S6 in total at a distorted geometry. The level of theory is ωB97M-V/def2-TZVPD.

Geometry (Å):
S 1.3517 5.9892 -0.2856
S -4.8762 5.4513 -5.1926
S -4.4445 -2.0460 -8.1376
S 6.6425 0.8640 7.1129
S 1.9825 -1.9165 -3.0236
S -0.9457 -5.2378 6.0505
F 2.5639 2.5599 2.7432
O 1.0909 -2.1976 -4.1172
O -3.4746 5.4097 -5.5391
O 8.0673 0.8433 6.8969
O -4.6643 -0.6229 -8.0392
O 1.6839 5.9497 -1.6879
O -3.1373 -2.6360 -7.9751
O 5.8731 -0.3467 7.3018
O -5.6332 4.2550 -4.9124
O -2.2707 -5.3557 6.6059
O -0.0073 5.8692 0.1861
O -0.7089 -5.2242 4.6254
O 1.7083 -2.3541 -1.6734
N 2.4803 1.2872 3.1631
N 1.1821 -0.4678 4.2700
N 0.3074 1.6918 4.0581
C 0.1078 -6.4681 6.8147
C 1.1534 -5.6949 7.6242
C -1.7496 -2.3686 -3.4859
C 3.3439 5.6208 1.4435
C -3.0405 -2.4783 -2.5690
C -2.8465 -3.2539 -1.2055
C -1.6452 -0.8935 -4.0990
C -0.2851 -0.7605 4.2479
C 0.5206 -4.3633 8.0385
C -0.1490 -3.8166 6.7833
C -1.8386 -3.0199 1.2255
C -5.8694 7.8043 -4.4408
C 3.6417 -2.4295 -3.4657
C -1.8208 -2.4816 -0.2640
C 2.0792 7.4479 0.4428
C 6.2605 1.9989 8.4447
C 3.8252 -0.0744 -2.7508
C -5.8645 -3.9217 -9.2879
C 5.5536 3.1950 7.7993
C -0.8431 0.7276 4.1036
C 0.8009 -3.0111 1.4348
C 5.8753 1.8205 5.8132
C -5.5929 -2.8976 -7.0577
C 3.2065 -1.8367 5.1071
C -2.2562 -0.8435 -5.5476
C 3.8287 -1.6446 3.6726
C 4.8504 2.6863 6.5374
C 2.3230 -0.1633 -2.9927
C -2.6706 2.3671 -4.1439
C -0.5397 -3.8443 1.6015
C 1.4126 0.8323 3.7896
C -6.6926 7.2872 -5.6241
C -5.1432 -2.6352 -9.6716
C -5.7500 6.3993 -6.4277
C 2.6681 6.9585 1.7603
C -6.5882 -3.6166 -7.9732
C 4.4546 -1.1444 -3.6458
C 2.3649 4.8020 0.5955
C -5.1188 6.6087 -3.8467
C 1.9821 -0.9080 5.4464
C 3.3335 -3.4459 1.9440
C -2.5235 0.6180 -6.1063
C -1.7843 1.7773 -5.3280
C 4.3779 -3.0126 3.0375
C 1.8577 -3.6125 2.4775
H 6.2907 3.9538 7.5237
H -6.9706 -4.5236 -7.5028
H -0.7514 1.4863 -4.9968
H -7.4435 -2.9647 -8.1715
H 1.7067 4.1960 1.2168
H -2.7099 -3.7268 1.3598
H 3.9806 2.0829 6.8172
H -7.0876 8.1033 -6.2302
H 2.8610 7.8010 -0.2312
H -7.5383 6.6989 -5.2566
H 3.3496 -2.7104 1.0927
H -0.5938 -4.1697 2.6872
H 1.2241 -3.1762 0.4163
H -5.8463 -1.8808 -10.0281
H -3.8268 -2.9969 -3.1916
H -4.3523 -2.7868 -10.4042
H -0.7577 -1.1721 5.1686
H 5.6099 1.4824 9.1504
H -2.2040 -0.2026 -3.4167
H 4.5030 3.5076 5.9080
H 4.5502 -3.7558 3.8517
H 1.6195 -4.7007 2.6306
H 5.5058 -1.3069 -3.4036
H -0.2280 -4.5359 8.8164
H -3.1115 3.3590 -4.4196
H 2.9597 -2.9170 5.2551
H -5.7063 6.1096 -3.0761
H -5.0242 -3.6032 -6.4516
H 4.0330 -3.0403 -2.6516
H 2.0565 0.2445 -3.9691
H -6.4985 8.2858 -3.6908
H 1.6452 -3.0950 3.4494
H -0.8078 -2.6309 -0.7249
H -0.4094 -1.3597 3.3029
H 2.8845 4.1687 -0.1224
H -3.4724 -1.4722 -2.2985
H -3.6249 0.8350 -6.1844
H 4.2091 0.9210 -2.9783
H 1.4852 -6.2701 8.4890
H 3.2954 0.7021 2.9656
H -3.8438 -3.2895 -0.6909
H 3.6228 5.0842 2.3524
H -0.8890 -3.0442 6.9915
H 3.6039 -3.0141 -4.3834
H -3.4576 1.6425 -3.7921
H 0.5921 -3.4473 6.0702
H 7.1839 2.2949 8.9397
H -1.3099 0.9039 5.1068
H -2.4143 -4.2722 -1.3752
H 5.3231 -2.7286 2.4936
H -6.5576 -4.2398 -10.0676
H -2.0008 -1.3714 -0.2491
H 4.2605 5.8013 0.8756
H -1.6538 -1.4122 -6.3014
H 4.0242 -1.5937 5.8660
H -1.9792 2.5712 -3.2745
H 0.1633 2.3632 3.2964
H -0.4969 -4.7269 0.9083
H 4.4051 -0.8207 -4.6888
H -0.5149 -7.0913 7.4563
H -2.1474 0.6651 -7.1702
H 1.2627 -3.6673 8.4331
H 0.5680 -7.0781 6.0390
H -0.7785 -2.5717 -2.9218
H 4.6782 -0.8998 3.7410
H 3.1204 -1.2332 2.9014
H 1.3187 8.2161 0.5703
H 1.2814 -1.5095 6.0931
H 4.0492 -0.2922 -1.7015
H 3.3724 7.6796 2.1762
H -5.0150 6.9953 -6.9710
H -0.5704 -0.5631 -4.1417
H -5.1389 -4.7252 -9.1322
H 1.7324 0.3145 -2.2125
H 2.2647 -0.0235 6.0869
H -4.1498 6.9000 -3.4441
H -6.0878 -2.1709 -6.4148
H -1.9910 -2.2006 1.9904
H 1.8698 6.8046 2.4923
H -6.2681 5.7284 -7.1108
H 2.0323 -5.5023 7.0018
H 3.6394 -4.4365 1.5074
H -1.6499 0.9171 3.3570
H 5.4317 1.1528 5.0751
H -1.7845 -3.1212 -4.3221
H 0.6622 -1.9167 1.6608
H 4.8517 3.6582 8.4937
H -3.2635 -1.3544 -5.4910
H -1.6342 2.6268 -6.0565
H -5.1524 8.5503 -4.7948
H 6.6500 2.4327 5.3491

Kohn-Sham gap: 7.592 eV
F_max: 3.89 eV/A
net charge: +1

=====

This record from the Open Molecules 2025 dataset describes a cluster of 2 separate species, C6H9N2O2 in total at a distorted geometry. The level of theory is ωB97M-V/def2-TZVPD.

Geometry (Å):
O 3.2727 0.1574 0.4291
O 3.7355 2.2797 -0.1833
N -0.6651 -0.3048 -1.2659
N 0.0120 -1.2476 0.5739
C 3.0553 1.3935 0.4039
C 0.3925 -0.5158 -0.4812
C -1.3396 -1.5526 0.4553
C 1.8344 1.9522 1.0951
C -1.7314 -0.9251 -0.6858
C -3.0404 -0.9390 -1.3844
H 1.9367 2.9473 1.5540
H -2.9476 -1.6426 -2.2234
H 0.5367 -1.5448 1.3781
H -1.6498 -2.2359 1.2243
H 1.0291 1.9911 0.3550
H 1.3614 -0.0900 -0.6664
H -3.2573 0.0679 -1.7326
H 1.3742 1.5368 2.0092
H -3.9091 -1.3279 -0.8549

Kohn-Sham gap: 7.365 eV
energy above the lowest of the compared OMol25 structures with the same formula, charge and spin: 1.2990 eV
F_max: 2.56 eV/A
net charge: -1

=====

This record from the Open Molecules 2025 dataset describes the molecule C11H10 at a distorted geometry. The level of theory is ωB97M-V/def2-TZVPD.

Geometry (Å):
C 3.5102 -0.2099 0.6782
C -1.3832 0.0642 -0.2050
C -2.7956 0.0376 0.1563
C 0.8938 0.5052 0.5968
C -0.4175 0.7856 0.7098
C 3.4108 0.8324 -0.3376
C -3.6793 -1.1241 0.3968
C 2.1415 0.4273 0.4133
C -3.1302 1.4393 -0.1062
C -2.2934 0.8960 -1.0626
C 3.8762 -0.5231 -0.7082
H -3.5976 -1.5676 1.3582
H -3.2613 -1.8890 -0.1518
H 3.2096 -1.1207 -1.2087
H -1.1620 -0.8999 -0.7367
H -4.7653 -1.0688 0.3523
H -2.4458 0.9534 -2.0844
H 3.8768 -0.2598 1.6966
H 3.7358 1.7752 -0.4682
H 4.9977 -0.5084 -0.7685
H -0.7211 1.4553 1.4795

Kohn-Sham gap: 9.250 eV
energy above the lowest of the compared OMol25 structures with the same formula, charge and spin: 10.2753 eV
F_max: 4.31 eV/A
net charge: 0

=====

This record from the Open Molecules 2025 dataset describes a structure of composition C4H7NO at a distorted geometry. The level of theory is ωB97M-V/def2-TZVPD.

Geometry (Å):
O 0.0833 -1.4357 -0.4220
N 0.0183 1.1905 -1.1200
C 1.0975 -0.6718 0.2299
C -1.1266 -1.0684 0.1023
C -0.8175 0.8383 0.0066
C 0.6300 0.7699 0.1348
H 2.0411 -0.8585 -0.2860
H 1.1868 -0.9694 1.2872
H 1.1630 1.5271 0.6942
H -1.1452 -1.1039 1.1931
H 0.0463 0.4363 -1.8085
H -1.4793 1.6047 0.4186
H -1.6980 -0.2591 -0.4302

Kohn-Sham gap: 9.724 eV
energy above the lowest of the compared OMol25 structures with the same formula, charge and spin: 5.3917 eV
F_max: 2.14 eV/A
net charge: 0